Computed, not measured: C38H26Cl5N4O2PPd as an isolated structure at a distorted geometry, with ωB97M-V with the def2-TZVPD basis set.

Structure (XYZ):
```
77
Properties=species:S:1:pos:R:3:lowdin_charge:R:1
Pd -1.0530 -0.9933 -0.4131 0.8446
N 0.4639 -1.6375 2.0115 -0.1334
P -1.1491 -1.5229 2.6507 1.0259
C -0.6772 -0.8584 4.3092 -0.3692
C -1.3007 -1.3605 5.4441 -0.1044
C -1.0064 -0.8374 6.6928 -0.0840
C -0.0819 0.1854 6.8159 -0.0852
C 0.5477 0.6874 5.6877 -0.0788
C 0.2487 0.1739 4.4403 -0.1000
C -1.7608 0.1184 2.0459 -0.3891
C -1.0660 0.9353 1.1431 -0.1794
C -1.6467 2.1166 0.6915 -0.0698
C -2.8883 2.5100 1.1662 -0.0695
C -3.5486 1.7338 2.1073 -0.0725
C -3.0009 0.5343 2.5283 -0.1004
C 0.8411 -2.7251 1.2302 -0.4249
C 1.9812 -3.4783 1.5249 -0.0210
C 2.3667 -4.4738 0.6551 -0.0557
C 1.5944 -4.7247 -0.4730 -0.0540
C 0.4540 -3.9693 -0.6638 -0.1274
N 0.0904 -2.9980 0.1659 0.0290
H 1.1768 -1.3992 2.6961 0.0895
H -2.0152 -2.1657 5.3473 0.0977
H -1.4994 -1.2279 7.5713 0.1033
H 0.1455 0.5977 7.7880 0.1028
H 1.2674 1.4883 5.7812 0.1045
H 0.7355 0.5890 3.5673 0.1014
H -0.0211 0.7198 0.9067 0.0681
H -1.1142 2.7288 -0.0205 0.1010
H -3.3213 3.4364 0.8174 0.1053
H -4.4933 2.0661 2.5109 0.1047
H -3.5199 -0.0821 3.2519 0.1051
H 2.5580 -3.2476 2.4067 0.1169
H 3.2524 -5.0583 0.8505 0.1121
H 1.8778 -5.4820 -1.1850 0.1038
H -0.2062 -4.1450 -1.5036 0.1179
Cl -2.5949 -3.9993 1.1251 0.6763
C -3.4229 -3.1726 -0.1303 -0.6943
C -2.7868 -2.1383 -0.8065 -0.2296
C -3.5049 -1.5398 -1.8420 -0.6897
Cl -2.6403 -0.2965 -2.6775 0.7655
C -4.8034 -1.8940 -2.1826 -0.7130
Cl -5.6340 -1.0982 -3.4535 0.6978
C -5.4191 -2.9200 -1.4654 -0.7107
Cl -7.0117 -3.4068 -1.8669 0.6925
C -4.7258 -3.5631 -0.4426 -0.7123
Cl -5.4864 -4.8322 0.4272 0.6855
O 2.8790 -1.5364 -0.3158 0.0626
C 2.3396 -0.6423 -0.9311 -0.5420
N 2.9997 0.3771 -1.5585 0.1437
C 2.1121 1.3362 -2.1663 -0.2736
C 0.7650 0.7150 -1.7224 -0.4892
O -0.3302 1.2342 -1.8754 -0.0407
N 0.9838 -0.4377 -1.0870 0.0962
C 2.2095 2.6922 -1.4918 -0.1277
C 2.4269 3.8751 -2.1817 -0.0175
C 2.3959 5.0881 -1.5117 -0.0739
C 2.1516 5.1330 -0.1515 -0.0898
C 1.9858 3.9522 0.5534 -0.0745
C 2.0247 2.7416 -0.1117 -0.0278
C 2.1637 1.3234 -3.6795 -0.1451
C 1.1977 2.0051 -4.4156 -0.0373
C 1.2133 1.9571 -5.7972 -0.0729
C 2.1888 1.2370 -6.4644 -0.0915
C 3.1409 0.5438 -5.7375 -0.0815
C 3.1218 0.5758 -4.3541 -0.0216
H 3.9959 0.4908 -1.5054 0.1600
H 2.6114 3.8519 -3.2455 0.1123
H 2.5537 6.0090 -2.0535 0.1030
H 2.1066 6.0820 0.3630 0.1010
H 1.8227 3.9773 1.6201 0.1031
H 1.9006 1.8200 0.4406 0.1112
H 0.4252 2.5566 -3.9026 0.1184
H 0.4562 2.4847 -6.3569 0.1033
H 2.2028 1.2071 -7.5441 0.1002
H 3.9002 -0.0296 -6.2486 0.1012
H 3.8537 0.0059 -3.7994 0.1077
```

Values from the calculation:
gap between HOMO and LUMO = 6.96 eV
lowest unoccupied orbital energy = -1.470 eV
total charge = 0
HOMO = -8.4 eV

Computed, not measured: CH4AlO5P as an isolated structure at a distorted geometry, with ωB97M-V with the def2-TZVPD basis set.

Structure (XYZ):
```
12
Properties=species:S:1:pos:R:3:nbo_charge:R:1
Al 1.3060 -2.3554 -1.1371 0.8700
P -1.6663 -0.4179 -1.2733 2.4323
O -1.5093 -1.8720 -0.8239 -1.0850
O -0.3649 -0.2424 -2.1380 -1.2320
O -1.6253 0.5026 -0.0055 -1.1696
O -3.0228 -0.3872 -2.1170 -0.7693
C 1.3865 0.9309 1.4770 -0.2296
O 0.8372 0.0324 0.5480 -0.7964
H 1.6258 1.8877 1.0130 0.1494
H 0.7700 1.1743 2.3423 0.1586
H 2.3293 0.4896 1.8003 0.1483
H -0.0662 0.2573 0.3142 0.5233
```

Values from the calculation:
gap between HOMO and LUMO (alpha / beta) = 6.91 / 6.16 eV
spin multiplicity = 2
lowest unoccupied orbital energy (alpha / beta) = 2.570 / 2.066 eV
total charge = -1
HOMO (alpha / beta) = -4.3 / -4.1 eV

Computed, not measured: C31H40FN7O3S4SbTi as an isolated structure at a distorted geometry, with ωB97M-V with the def2-TZVPD basis set.

Structure (XYZ):
```
88
Properties=species:S:1:pos:R:3:mulliken_spin:R:1
Ti -0.0871 0.4957 -0.8082 0.2746
C -2.8452 4.1264 2.1519 0.0038
S -1.2810 4.6663 1.4026 0.0080
C -0.7448 3.1842 0.6129 0.0479
S -1.8269 2.2249 -0.3543 0.0095
N 0.5172 2.9449 0.7532 -0.0294
N 0.9765 1.8331 0.1030 0.1077
C 2.2989 1.7092 -0.0575 0.1622
C 2.7334 0.5376 -0.6973 0.1588
C 4.0784 0.2406 -0.9978 0.0616
C 4.3819 -0.9278 -1.6372 0.0458
C 3.3459 -1.8325 -1.9426 0.0842
C 2.0621 -1.5143 -1.5963 0.0175
N 1.7331 -0.3550 -0.9970 0.1093
H -3.4120 5.0196 2.3997 0.0000
H -2.6185 3.5743 3.0605 0.0003
H -3.3934 3.5136 1.4416 -0.0007
H 2.9758 2.4886 0.2682 -0.0022
H 4.8383 0.9598 -0.7274 0.0011
H 5.4061 -1.1644 -1.8898 0.0037
H 3.5563 -2.7705 -2.4333 0.0045
H 1.2509 -2.2149 -1.7602 0.0098
F -4.0135 -4.9476 -0.2011 -0.0009
C -3.5436 -4.3781 -1.3386 -0.0240
C -2.7166 -3.2848 -1.2099 0.1084
C -2.1675 -2.6583 -2.3354 -0.0064
C -1.3312 -1.5098 -2.2088 0.2811
O -1.0792 -0.9786 -1.0196 0.0553
C -0.7629 -0.9912 -3.4165 -0.0585
C -1.0455 -1.5647 -4.6130 0.2164
N -1.8886 -2.6358 -4.7441 0.0731
C -2.1468 -3.1766 -6.0483 0.0049
C -1.6498 -4.5569 -6.3720 0.0054
C -1.0159 -3.3588 -7.0109 0.0026
C -2.4742 -3.1970 -3.6121 0.0548
C -3.3500 -4.2643 -3.7100 -0.0200
C -3.8957 -4.8947 -2.5756 0.0614
N -4.7934 -5.9784 -2.7826 0.0256
C -5.5529 -6.5353 -1.6735 0.0187
C -6.6484 -7.4452 -2.2713 -0.0006
N -6.8495 -7.0261 -3.6898 0.0007
C -5.6642 -7.4198 -4.5105 0.0021
C -4.4066 -7.0310 -3.7089 0.0144
C 0.1941 0.1767 -3.4219 -0.0064
O 1.0772 0.2415 -4.2418 -0.0037
O -0.0354 1.0863 -2.4961 0.0001
H -2.4609 -2.9160 -0.2281 0.0716
H -0.6064 -1.1687 -5.5155 0.0235
H -3.1065 -2.8756 -6.4583 -0.0077
H -2.2696 -5.2047 -6.9779 0.0020
H -1.0822 -5.0714 -5.6081 0.0005
H -1.2192 -3.1619 -8.0533 -0.0015
H -0.0188 -3.0826 -6.6988 0.0006
H -3.6228 -4.6283 -4.6880 0.0293
H -6.0039 -5.7185 -1.1140 -0.0044
H -4.9372 -7.1177 -0.9789 -0.0065
H -7.5805 -7.3468 -1.7193 -0.0009
H -6.3536 -8.4933 -2.2707 0.0007
H -6.8879 -6.0021 -3.6873 0.0002
H -7.7099 -7.4083 -4.0790 0.0010
H -5.7142 -6.8918 -5.4610 -0.0020
H -5.7015 -8.4914 -4.6987 0.0004
H -3.6309 -6.6807 -4.3813 -0.0006
H -4.0106 -7.9030 -3.1719 -0.0034
C -3.0526 0.3879 3.4932 0.0021
Sb -1.9893 -0.3232 1.7342 -0.0049
C -3.7885 -0.3327 0.5379 -0.0024
C -2.2013 -2.3968 2.3312 0.0018
H -3.9277 -0.2359 3.6654 0.0000
H -3.3744 1.4180 3.3605 -0.0002
H -2.4049 0.3293 4.3677 0.0001
H -4.5137 -1.0346 0.9485 -0.0018
H -3.5344 -0.6117 -0.4828 0.0038
H -4.2114 0.6694 0.5286 0.0007
H -3.1908 -2.7636 2.0608 0.0006
H -2.0905 -2.4600 3.4125 0.0000
H -1.4339 -3.0196 1.8747 -0.0004
S 1.3505 -1.5165 1.7587 -0.0046
C 2.0369 -0.2603 2.5870 0.0123
N 1.3658 0.6524 3.2988 -0.0015
C 2.0924 1.8177 3.7793 0.0017
C 3.5459 1.3779 3.9125 -0.0019
S 3.7640 0.0091 2.7196 0.0129
H 0.3622 0.6950 3.1985 0.0000
H 1.6852 2.1176 4.7449 0.0007
H 1.9820 2.6400 3.0668 -0.0058
H 3.7662 0.9819 4.9021 0.0011
H 4.2485 2.1720 3.6758 0.0004
```

Values from the calculation:
gap between HOMO and LUMO (alpha / beta) = 4.70 / 6.03 eV
spin multiplicity = 3
ΔE to the lowest compared entry with this formula, charge and spin = 53.9 kcal per mole
lowest unoccupied orbital energy (alpha / beta) = -2.999 / -3.014 eV
total charge = +1
HOMO (alpha / beta) = -7.7 / -9.0 eV

Computed, not measured: a 2-piece molecular cluster, C3H9NO2 overall at a distorted geometry, with ωB97M-V with the def2-TZVPD basis set.

Structure (XYZ):
```
15
Properties=species:S:1:pos:R:3:nbo_charge:R:1
C -1.8111 -0.9221 0.4263 -0.7259
C -2.3186 0.2855 -0.3064 0.4531
O -1.6600 1.2593 -0.5696 -0.5400
H -1.0454 -1.3601 -0.2098 0.2459
H -1.5319 -0.7135 1.4484 0.2568
H -2.6230 -1.6557 0.4755 0.2114
H -3.3735 0.2409 -0.6462 0.1037
N 1.0321 0.2496 0.7748 -0.8551
C 2.0260 -0.0810 -0.2186 0.0812
O 2.7659 1.0555 -0.6849 -0.7395
H 0.3358 0.8771 0.3837 0.3752
H 1.5432 0.7609 1.4880 0.3570
H 1.5466 -0.5654 -1.0725 0.1470
H 2.7468 -0.7623 0.2277 0.1627
H 2.3670 1.3313 -1.5165 0.4666
```

Values from the calculation:
gap between HOMO and LUMO = 10.51 eV
ΔE to the lowest compared entry with this formula, charge and spin = 39.0 kcal per mole
lowest unoccupied orbital energy = 0.912 eV
total charge = 0
HOMO = -9.6 eV
SMILES = CC=O.NCO

Number 1: calculated total energy -4603.39778 Ha. Number 2: calculated total energy -1000.55992 Ha. Number 3: calculated total energy -4596.40720 Ha. Number 4: calculated total energy -324.91043 Ha.